1) 23
Properties=species:S:1:pos:R:3 method="wB97M-V/def2-TZVPD" homo_lumo_gap_ev=10.18 smiles=c1ccccc1.c1ccncc1 multiplicity=1 lumo_energy_ev=0.79 total_charge=0
N -0.28 2.16 2.28
C -0.03 -1.99 -2.07
C 0.39 -0.23 1.96
C -0.29 -0.91 -1.23
C -0.08 1.97 3.60
C 0.52 0.86 4.03
C -0.47 0.35 -1.80
C 0.81 -0.25 3.25
C -0.56 0.52 -3.18
C -0.03 -1.83 -3.45
C -0.32 -0.57 -4.01
C 0.02 1.20 1.54
H 0.12 -2.72 -4.07
H -0.23 -1.00 -0.16
H 1.20 -1.18 3.79
H -0.22 2.93 4.18
H -0.10 1.50 0.47
H 0.63 1.06 5.15
H -0.26 -0.49 -5.12
H -0.57 1.20 -1.13
H 0.22 -2.98 -1.66
H -0.67 1.51 -3.60
H 0.20 -1.11 1.23

2) 23
Properties=species:S:1:pos:R:3 method="wB97M-V/def2-TZVPD" homo_lumo_gap_ev=8.63 multiplicity=1 lumo_energy_ev=0.02 total_charge=0
N 1.20 -1.00 -0.08
C 2.28 -0.28 -0.01
C -1.15 -0.91 -0.10
C -3.40 -1.28 -0.02
C 3.62 -1.28 0.03
C -1.18 1.85 -0.07
C -2.27 -0.17 -0.15
C 2.55 1.04 0.00
C 1.40 1.85 -0.19
C -2.41 1.18 0.10
C 0.08 1.13 -0.19
C 0.04 -0.26 -0.10
H -3.05 -2.29 0.51
H 4.25 -1.06 0.94
H -1.10 -1.90 0.19
H 3.47 1.42 0.39
H -4.58 -0.93 0.55
H 4.27 -0.84 -0.71
H -1.15 2.92 -0.09
H -4.03 -1.43 -1.08
H -3.35 1.58 0.42
H 1.34 2.96 0.18
H 3.18 -2.28 -0.52

Stability verdict: 1), ahead by 0.0651 hartree

1) 142
Properties=species:S:1:pos:R:3 method="wB97M-V/def2-TZVPD" homo_lumo_gap_ev=8.96 smiles=COC[C@H](C)N.COC[C@H](C)N.COC[C@H](C)N.COC[C@H](C)N.COC[C@H](C)N.COCCNCCOC.COCCNCCOC.CCO multiplicity=1 lumo_energy_ev=0.52 total_charge=0
O -4.81 -0.27 -3.11
O 8.22 -3.59 -4.12
O 0.54 1.32 0.48
O 4.94 0.07 1.23
O 2.43 -3.94 2.26
O 2.86 -2.18 -2.57
O 0.30 7.29 -0.46
O -2.22 -1.22 3.47
O -3.30 3.35 -0.13
O -5.86 -0.34 1.33
N 4.66 -2.83 -4.76
N -2.71 0.43 -5.07
N 3.72 -1.53 3.31
N -5.47 2.38 1.75
N 4.23 -6.21 -0.02
N -0.56 3.97 0.91
N -3.76 2.10 4.13
C 2.66 -4.93 1.27
C 1.09 -3.50 2.41
C -1.60 0.20 0.42
C -1.74 1.20 5.14
C -6.58 1.91 0.92
C -0.23 8.32 -1.26
C -2.77 -0.77 -4.20
C -6.12 -1.62 1.84
C 2.35 0.36 3.94
C -2.61 -2.55 3.74
C -3.43 -0.43 -2.89
C 1.51 -2.25 -2.18
C 3.15 -0.27 2.81
C 0.20 5.04 0.26
C -1.34 -1.28 -4.08
C 6.08 -3.13 -4.96
C -3.24 -0.26 3.64
C -2.66 1.14 3.93
C -0.58 6.26 -0.12
C 4.77 -3.85 0.36
C 0.94 4.43 -0.92
C 4.21 -0.12 0.06
C 3.10 -1.27 -3.62
C -0.20 0.20 0.97
C 4.28 0.64 2.34
C 4.51 -1.50 -4.13
C -5.07 3.75 1.44
C -5.49 0.15 -1.96
C 9.20 -3.64 -3.11
C 4.13 -5.10 0.96
C -6.97 0.54 1.44
C -4.50 4.05 0.05
C 6.88 -3.41 -3.69
C -2.93 3.20 -1.47
H -7.36 0.68 2.45
H -5.14 -2.09 1.96
H -2.00 2.64 -1.59
H -3.69 2.71 -2.07
H 0.09 2.11 0.84
H 3.03 0.66 4.74
H -0.94 -1.42 -5.08
H -4.31 4.09 2.15
H -7.42 2.60 0.97
H 0.81 -2.92 1.54
H -1.55 -0.05 -0.65
H -2.12 0.67 6.01
H 1.08 -2.83 3.27
H -1.36 -2.22 -3.52
H -2.94 0.48 -2.52
H 3.73 -7.04 0.30
H 5.74 -4.10 -0.06
H -5.27 3.81 -0.69
H 2.14 -4.67 0.34
H 4.38 -3.53 -4.07
H 9.28 -2.70 -2.55
H -2.62 0.12 -6.03
H 6.57 -2.29 -5.46
H -7.83 0.11 0.91
H -2.13 -0.64 0.87
H 4.62 -1.61 2.85
H -0.76 0.77 4.89
H 0.44 -4.35 2.62
H -3.80 -0.08 2.71
H 2.40 -1.38 -4.45
H -6.57 0.21 -2.15
H 0.29 -0.74 0.73
H 2.28 -5.88 1.66
H 0.96 5.42 0.95
H -2.09 1.48 3.06
H 1.35 -3.05 -1.46
H 6.79 -2.68 -2.88
H 5.20 -6.51 -0.03
H -1.29 6.04 -0.95
H 1.08 -1.34 -1.75
H -3.95 -0.51 4.43
H -0.19 0.36 2.06
H -4.34 1.72 4.88
H 4.13 -3.31 -0.34
H 3.32 -0.74 0.26
H 6.18 -4.04 -5.55
H -2.71 4.13 -2.01
H 1.46 5.12 -1.58
H 4.73 -5.39 1.83
H -6.69 -2.26 1.16
H 4.72 -0.67 -0.73
H 0.56 9.05 -1.43
H -4.68 1.77 1.60
H 2.47 -0.51 1.99
H -0.76 -0.58 -3.49
H 1.65 3.67 -0.59
H 3.81 0.79 -0.39
H -2.75 -2.79 4.80
H 4.96 0.83 3.17
H 3.16 -2.34 3.04
H -4.43 2.05 3.35
H -6.56 -1.59 2.84
H -1.56 2.25 5.37
H 1.71 1.15 3.54
H 8.90 -4.38 -2.35
H -0.35 7.90 -2.27
H -5.19 1.15 -1.62
H -5.90 4.46 1.54
H -3.34 -1.57 -4.69
H -4.38 5.14 -0.04
H -3.52 -2.78 3.18
H -3.25 -1.23 -2.15
H -1.33 3.68 0.30
H 6.53 -4.35 -3.23
H 4.98 -3.23 1.24
H -1.13 8.80 -0.87
H -6.20 1.84 -0.10
H -1.27 6.66 0.65
H -5.37 -0.56 -1.13
H -1.82 -3.20 3.36
H 2.97 -0.25 -3.24
H -1.00 4.29 1.76
H 0.95 -2.57 -3.07
H 3.90 1.64 2.12
H -3.54 1.01 -5.02
H -2.12 1.16 0.47
H 5.20 -1.37 -3.29
H 0.25 3.93 -1.61
H 1.68 -0.35 4.45
H 4.73 -0.75 -4.89
H 10.11 -3.95 -3.61

2) 142
Properties=species:S:1:pos:R:3 method="wB97M-V/def2-TZVPD" homo_lumo_gap_ev=8.98 smiles=COC[C@H](C)N.COC[C@H](C)N.COC[C@H](C)N.COC[C@H](C)N.COC[C@H](C)N.COCCNCCOC.COCCNCCOC.CCO multiplicity=1 lumo_energy_ev=0.36 total_charge=0
O -16.93 -14.44 12.58
O -15.38 -23.37 13.43
O -16.69 -20.55 16.14
O -7.35 -18.06 16.85
O -10.72 -20.45 11.92
O -14.39 -27.27 9.55
O -21.40 -18.53 10.36
O -12.00 -20.61 17.20
O -16.68 -27.49 17.53
O -19.76 -22.21 8.42
N -17.39 -29.67 19.20
N -9.43 -19.61 14.32
N -21.58 -23.26 6.57
N -16.88 -23.45 11.04
N -14.65 -29.44 7.85
N -19.50 -17.07 12.32
N -10.33 -22.84 17.34
C -20.68 -22.16 6.15
C -13.32 -29.02 8.33
C -8.38 -19.56 15.31
C -20.10 -18.82 10.70
C -15.98 -27.28 16.32
C -18.93 -15.71 12.55
C -12.29 -29.31 7.27
C -22.29 -19.63 10.38
C -16.07 -22.20 13.03
C -17.83 -29.61 17.77
C -21.49 -21.20 5.31
C -17.89 -20.03 16.73
C -13.24 -27.59 8.81
C -11.69 -22.88 17.88
C -15.74 -14.20 11.87
C -6.82 -16.80 17.14
C -11.75 -20.46 10.96
C -18.58 -22.91 8.10
C -19.28 -17.57 10.94
C -17.91 -28.15 17.34
C -12.95 -19.58 16.96
C -7.91 -18.14 15.55
C -12.57 -21.89 17.14
C -17.51 -18.98 17.74
C -17.43 -15.76 12.45
C -11.13 -20.90 13.18
C -15.33 -23.55 14.83
C -11.72 -22.62 19.39
C -20.23 -21.38 7.38
C -9.91 -20.96 14.06
C -14.47 -25.92 9.97
C -16.18 -22.26 11.51
C -19.14 -30.33 17.61
C -16.88 -21.05 10.92
H -11.49 -19.82 10.12
H -13.65 -19.51 17.80
H -14.89 -28.78 7.10
H -9.15 -19.17 13.45
H -13.46 -19.69 16.00
H -20.51 -16.93 12.29
H -11.56 -21.92 13.14
H -21.75 -21.58 4.31
H -18.23 -17.80 10.78
H -17.01 -30.05 17.17
H -12.69 -22.96 19.79
H -18.26 -23.47 8.97
H -17.09 -22.29 13.45
H -18.64 -27.67 18.01
H -10.18 -21.42 15.01
H -15.22 -13.38 12.36
H -6.17 -16.42 16.34
H -12.54 -28.84 6.32
H -13.12 -29.68 9.18
H -12.11 -23.87 17.67
H -16.64 -26.62 15.72
H -19.28 -15.47 13.55
H -17.10 -21.19 9.87
H -7.13 -17.87 14.81
H -16.52 -24.28 11.51
H -16.22 -24.09 15.17
H -20.02 -19.53 11.53
H -13.59 -21.96 17.52
H -16.98 -19.41 18.58
H -15.08 -15.07 11.94
H -21.01 -20.23 5.11
H -11.85 -21.48 10.56
H -17.86 -23.39 11.34
H -15.31 -25.47 9.43
H -16.96 -21.21 15.49
H -18.67 -23.61 7.26
H -17.80 -20.86 11.48
H -15.14 -22.37 11.20
H -17.15 -16.13 11.46
H -19.62 -30.11 16.66
H -18.50 -19.55 15.96
H -14.43 -24.15 15.00
H -17.07 -30.62 19.34
H -19.80 -30.09 18.45
H -15.30 -29.13 8.57
H -23.22 -19.32 9.92
H -12.54 -22.20 16.08
H -22.53 -22.91 6.65
H -22.46 -20.88 5.72
H -19.33 -15.02 11.79
H -11.65 -21.56 19.66
H -15.23 -22.60 15.36
H -12.38 -18.65 16.91
H -19.89 -22.50 5.47
H -15.94 -13.96 10.83
H -6.26 -16.94 18.06
H -14.76 -25.88 11.03
H -19.52 -20.57 7.17
H -13.11 -26.90 7.96
H -21.34 -23.47 7.54
H -12.21 -30.38 7.09
H -18.45 -20.83 17.22
H -15.12 -26.63 16.48
H -11.91 -20.27 13.64
H -8.71 -19.94 16.29
H -12.31 -27.46 9.39
H -16.51 -29.15 19.23
H -17.76 -22.21 7.88
H -8.68 -17.38 15.37
H -13.54 -25.35 9.92
H -18.43 -18.49 18.07
H -16.25 -20.18 11.10
H -15.79 -28.20 15.76
H -22.45 -19.92 11.43
H -12.70 -20.20 11.42
H -9.99 -21.91 17.14
H -19.63 -16.81 10.22
H -21.92 -20.51 9.84
H -15.59 -21.29 13.40
H -10.93 -23.14 19.93
H -16.91 -18.24 17.21
H -21.12 -20.86 7.73
H -19.00 -31.41 17.65
H -11.30 -28.96 7.58
H -19.52 -19.35 9.91
H -7.50 -20.16 15.01
H -17.02 -16.39 13.25
H -9.16 -21.55 13.51
H -7.64 -16.09 17.30
H -18.33 -28.05 16.33
H -9.67 -23.24 17.99

Stability verdict: 1), ahead by 0.0258 hartree